{
  "formula": "C16H24BBaBr12O8",
  "method": "ωB97M-V with the def2-TZVPD basis set",
  "total_energy_ev": -875240.63319,
  "e_above_lowest_kj_mol": 27.4,
  "lumo_energy_ev": -6.1,
  "homo_ev": -11.059,
  "charge": 1,
  "species": ["Ba", "Br", "Br", "Br", "Br", "Br", "Br", "Br", "Br", "Br", "Br", "Br", "Br", "O", "O", "O", "O", "O", "O", "O", "O", "C", "C", "C", "C", "C", "C", "C", "C", "C", "C", "C", "C", "C", "C", "C", "C", "B", "H", "H", "H", "H", "H", "H", "H", "H", "H", "H", "H", "H", "H", "H", "H", "H", "H", "H", "H", "H", "H", "H", "H", "H"],
  "xyz": [[16.8832, 9.7425, -0.3544], [19.5605, 2.2026, -3.9191], [16.2166, 9.5442, -8.8627], [8.6269, 1.8027, -8.5511], [11.6301, 3.3118, -1.0459], [13.2410, 8.2931, -10.3644], [18.2818, 5.4082, -8.1558], [13.1263, 10.9973, -7.9240], [10.2387, 5.0562, -9.8633], [15.0882, -0.0948, -7.9912], [14.8400, 2.4161, 2.1897], [18.4177, 6.7111, -3.9383], [19.2960, 1.6036, -7.4606], [14.8508, 2.9192, -5.5577], [15.8245, 8.6919, -2.6914], [16.1727, 6.8440, -0.5062], [15.3687, 4.6291, -4.1970], [13.2308, 5.0843, -3.4448], [14.8350, 6.9229, -3.6935], [15.0987, 5.4351, -1.8979], [12.1522, 3.4315, -4.5915], [14.5574, 3.7493, -4.7516], [15.6222, 6.5477, -1.5517], [16.5187, 1.2720, -7.9356], [13.1418, 3.9859, -4.2494], [17.6179, 0.7104, -7.0578], [13.4214, 2.1736, 0.8629], [19.1404, 3.9980, -3.2178], [12.0511, 8.4976, -8.8643], [15.4327, 7.5199, -2.7407], [17.5529, 8.1022, -8.8781], [9.4130, 4.5375, -8.1609], [12.9432, 3.5348, 0.4579], [17.0041, 6.8799, -8.1290], [9.7779, 3.1507, -7.7101], [18.7059, 4.7732, -4.4330], [12.7011, 9.0717, -7.6249], [14.6211, 5.5169, -3.3071], [12.6526, 1.5581, 1.3243], [17.7152, 7.8958, -9.9277], [16.6665, 7.1591, -7.1349], [13.8262, 1.5473, 0.0730], [16.0996, 6.5430, -8.6395], [18.3459, 4.0202, -2.4751], [18.4091, 8.3402, -8.2496], [16.0342, 2.1684, -7.5563], [19.5227, 4.7988, -5.1514], [11.2221, 9.1021, -9.2217], [16.7912, 1.4852, -8.9642], [10.7693, 2.7372, -7.8634], [17.8412, 4.4173, -4.9826], [9.5886, 5.2994, -7.4003], [11.6226, 7.5173, -8.6529], [13.7196, 4.1562, 0.0234], [9.6418, 3.1394, -6.6269], [17.4361, 0.7872, -5.9884], [11.9756, 9.0130, -6.8144], [12.4222, 4.0819, 1.2357], [20.0389, 4.4170, -2.7755], [17.8642, -0.3342, -7.2219], [8.3331, 4.6550, -8.2523], [13.6185, 8.6522, -7.2324]],
  "atomic_forces_ev_per_a": [[-0.6, -1.6, -1.2], [-0.2, 0.6, 0.7], [0.7, -0.3, 0.4], [0.1, 0.2, 0.2], [0.4, 0.0, 0.7], [-0.1, -0.2, -0.2], [-0.3, 0.3, 0.2], [-0.2, -0.6, 0.3], [-0.2, 0.0, 0.5], [0.2, 0.4, 0.0], [-0.1, -0.1, 0.0], [-0.1, -0.7, -0.1], [0.2, 0.3, 0.0], [0.3, 0.2, 0.2], [0.0, 0.1, 0.8], [0.2, 1.1, 0.4], [0.8, 0.8, 0.7], [0.2, 0.2, 0.3], [0.2, 1.0, 0.2], [0.3, -0.2, 0.6], [0.0, 0.0, 0.3], [-0.2, -1.2, -0.9], [-0.1, 0.0, -0.7], [-0.7, -0.4, 0.1], [-0.1, 1.2, 0.1], [0.2, -0.1, 0.0], [0.0, -0.5, 0.4], [-0.4, 0.1, -0.3], [0.0, -0.4, 0.2], [0.5, 0.6, 0.3], [-0.4, -0.8, 1.2], [-0.3, 0.5, -0.2], [-0.6, -0.1, -1.1], [-1.3, 0.4, -1.2], [-0.3, -0.4, 0.6], [1.0, 0.4, -0.5], [-0.5, 0.9, 0.0], [-1.4, -2.3, -1.4], [-0.1, 0.3, 0.2], [0.5, 0.0, 0.1], [0.6, -0.2, 0.3], [0.2, 0.5, -0.2], [0.2, -0.3, 0.0], [0.0, -0.7, 0.1], [0.3, 0.8, -0.8], [0.2, -0.1, 0.3], [0.0, 0.3, 0.0], [0.1, 0.3, 0.2], [0.3, -0.4, 0.0], [0.2, 0.7, -0.4], [-0.4, 0.1, 0.5], [0.9, -0.1, -0.1], [0.3, -0.1, 0.0], [0.1, -0.1, 0.1], [-0.4, -0.4, -0.1], [-0.2, 0.4, -0.1], [-0.1, 0.3, 0.0], [0.0, -0.2, 0.1], [0.1, -0.1, -0.1], [-0.3, 0.0, -0.4], [0.0, -0.5, -0.5], [0.2, -0.3, -0.6]],
  "mulliken_charge": [1.829, -0.134, -0.158, -0.141, -0.150, -0.113, -0.144, -0.171, -0.152, -0.185, -0.181, -0.220, -0.198, -0.564, -0.800, -0.770, -0.215, -0.391, -0.228, -0.283, -0.564, 0.595, 0.698, -0.476, 0.328, -0.477, -0.605, -0.550, -0.131, 0.395, -0.605, -0.552, -0.272, -0.416, -0.512, -0.567, -0.619, 0.826, 0.411, 0.391, 0.208, 0.379, 0.369, 0.319, 0.389, 0.210, 0.513, 0.396, 0.447, 0.356, 0.242, 0.337, -0.018, 0.050, 0.246, 0.298, 0.380, 0.390, 0.467, 0.406, 0.427, 0.262]
}

=====

{
  "formula": "C16H24CaClF3INO3S",
  "method": "ωB97M-V with the def2-TZVPD basis set",
  "total_energy_ev": -82641.88358,
  "lumo_energy_ev": -9.6,
  "homo_ev": -12.980,
  "charge": 2,
  "species": ["I", "Ca", "Cl", "S", "F", "F", "F", "O", "O", "O", "N", "C", "C", "C", "C", "C", "C", "C", "C", "C", "C", "C", "C", "C", "C", "C", "C", "H", "H", "H", "H", "H", "H", "H", "H", "H", "H", "H", "H", "H", "H", "H", "H", "H", "H", "H", "H", "H", "H", "H", "H"],
  "xyz": [[-0.3790, -4.2466, -1.7351], [-1.6780, -6.6674, -0.9201], [-3.3689, -1.7536, -1.8554], [-0.4141, -0.2933, 2.1343], [0.8373, 2.8527, -0.0459], [-0.4886, 2.8039, 1.6636], [-1.1155, 2.0293, -0.2037], [-0.9822, 0.4358, 3.2078], [-1.6182, -1.0860, 1.4131], [0.4926, -1.2825, 2.6241], [1.8612, 0.8825, 1.5127], [-1.4200, -1.4226, 0.0353], [0.5912, 0.7762, 0.9706], [-0.0541, 2.1430, 0.6175], [-2.4331, -0.5757, -0.8016], [2.5528, 3.0388, 2.5185], [0.2639, -2.1023, -1.8201], [2.1156, 1.0156, 3.9966], [-3.4847, 0.1875, 0.0208], [3.0471, -1.2101, -0.3613], [-4.2469, 1.1640, -0.9471], [0.7868, -0.0313, -0.4114], [0.0482, -1.4016, -0.4634], [2.2876, -0.1572, -0.6908], [0.8751, -0.4339, -3.6997], [2.1150, 1.5741, 2.5887], [-0.2065, -1.4030, -3.0939], [2.9903, 1.4611, 4.4888], [1.8530, -0.5363, -3.2251], [0.4060, 0.5491, -1.2617], [-3.7331, 2.1319, -0.8874], [1.2317, 1.3571, 4.5471], [1.7591, 3.7123, 2.8500], [-1.7886, -2.4531, -0.0388], [2.7547, 0.7057, -1.1746], [-3.0320, 0.8426, 0.7680], [3.4348, 3.1235, 3.1631], [-4.2163, -0.4695, 0.4959], [-0.3213, -2.1845, -3.8602], [0.6046, -2.0460, 0.2427], [-4.1853, 0.8567, -1.9938], [-5.2682, 1.2962, -0.5885], [-1.9778, 0.1430, -1.4859], [2.8865, 3.2187, 1.4943], [2.2433, -0.0662, 4.0001], [-1.1720, -0.9052, -3.0485], [3.7344, -1.6856, -1.0585], [0.4675, 0.5792, -3.6637], [2.9687, -1.5861, 0.6661], [1.0242, -0.6716, -4.7573], [1.3508, -2.2094, -1.9261]],
  "atomic_forces_ev_per_a": [[-0.1, -0.8, -0.1], [0.1, 0.4, 0.0], [0.4, 0.1, 0.0], [0.2, -0.9, 2.6], [0.5, 0.5, -0.2], [0.2, 0.5, 0.8], [-0.3, -0.5, -0.2], [-1.1, 1.3, -0.3], [1.0, 0.6, -0.6], [0.7, -0.9, -1.2], [-1.6, 1.4, 1.3], [-0.8, 0.3, -0.9], [1.0, -1.3, -2.2], [-0.5, -0.6, 0.0], [-0.6, -0.1, 0.7], [0.9, -1.4, -0.5], [0.7, 3.4, -0.1], [1.0, 0.1, -0.6], [-0.6, 0.9, -1.2], [-0.2, -0.4, 0.5], [0.8, 0.0, 0.7], [0.3, 0.6, 0.4], [0.1, -1.5, 1.2], [-0.1, 0.2, -0.4], [-0.4, -0.4, 0.0], [0.2, 0.6, 0.7], [0.1, -1.0, -1.1], [-0.3, -0.1, 0.1], [-0.2, 0.3, 0.1], [0.0, 0.2, 0.4], [-0.3, -0.1, -0.1], [0.0, -0.2, -0.2], [0.1, -0.1, 0.0], [0.2, 0.2, 0.1], [-0.5, -0.6, -1.2], [0.1, -0.5, 0.1], [-0.3, 0.4, 0.1], [0.4, -0.2, 0.1], [-0.1, 0.2, 0.2], [-0.2, 0.3, 0.0], [-0.5, -0.1, 0.2], [0.0, 0.0, -0.4], [0.1, -0.3, 0.1], [-0.4, 0.4, 0.1], [-0.5, 0.1, 0.0], [0.1, -0.2, 0.3], [1.1, 1.0, 0.6], [0.5, 0.0, 0.2], [-0.9, -1.1, -0.7], [-0.1, 0.0, 0.2], [-0.3, -0.8, 0.2]],
  "mulliken_charge": [0.405, 1.260, -0.121, 1.687, -0.274, -0.236, -0.196, -0.742, -0.644, -0.732, -0.414, 0.385, 1.316, 0.207, -0.713, -1.384, -2.187, -1.375, -0.432, -1.144, -1.196, -0.439, -0.009, -0.852, -1.139, 0.645, 0.286, 0.529, 0.253, 0.341, 0.307, 0.295, 0.285, 0.837, 0.558, 0.112, 0.546, 0.604, 0.619, 0.768, 0.281, 0.374, 0.467, 0.327, 0.317, -0.038, 0.391, 0.363, 0.296, 0.393, 0.813]
}

=====

{
  "formula": "C16H24Cl5NO3",
  "method": "ωB97M-V with the def2-TZVPD basis set",
  "total_energy_ev": -87224.80109,
  "smiles": "C[C@H](CN(C)C(=O)OCl)OCc1ccccc1.ClCCCl.ClCCCl",
  "lumo_energy_ev": -0.4,
  "homo_ev": -9.305,
  "charge": 0,
  "species": ["Cl", "Cl", "Cl", "Cl", "Cl", "O", "O", "O", "N", "C", "C", "C", "C", "C", "C", "C", "C", "C", "C", "C", "C", "C", "C", "C", "C", "H", "H", "H", "H", "H", "H", "H", "H", "H", "H", "H", "H", "H", "H", "H", "H", "H", "H", "H", "H", "H", "H", "H", "H"],
  "xyz": [[6.1025, -5.1867, -1.0677], [2.8641, -4.1401, -0.9974], [-0.8303, 3.9732, -0.6461], [0.6535, 5.3649, -3.3802], [3.7279, 0.3968, -2.2549], [3.2012, 0.0966, -0.6886], [-1.2063, -0.8706, 1.1358], [1.3263, 1.2938, -1.1401], [1.7021, 0.2692, 0.9333], [4.3167, -3.1178, -1.1722], [-0.1363, -1.3483, 0.3164], [-2.1423, -0.0975, 0.4039], [-4.5772, 0.0742, 0.9923], [0.7197, 3.6542, -2.8760], [-4.0121, 1.7462, 3.1321], [1.9795, 0.6416, -0.3755], [-0.3532, -2.8128, -0.0464], [-5.3344, 1.4445, 2.8193], [-3.2554, 0.3839, 1.2873], [-5.6169, 0.5988, 1.7554], [1.1555, -1.0981, 1.0753], [0.9794, 1.3162, 1.6757], [-0.5613, 3.1991, -2.2307], [-2.9800, 1.2122, 2.3762], [5.4050, -3.8057, -1.9534], [-6.1426, 1.8677, 3.4005], [4.0094, -2.2145, -1.6929], [-2.5629, -0.6754, -0.4262], [0.9032, 3.0634, -3.7714], [-1.4237, 3.4178, -2.8551], [-0.1415, -0.7683, -0.6119], [-1.9485, 1.4447, 2.6102], [0.9656, -1.2363, 2.1390], [1.9230, -1.8228, 0.7997], [-1.1027, -2.8944, -0.8332], [-0.5073, 2.1272, -2.0541], [-1.6254, 0.7800, -0.0083], [-3.7799, 2.3982, 3.9636], [0.5656, -3.2411, -0.4522], [1.6921, 1.9426, 2.2137], [-4.8046, -0.5708, 0.1523], [6.2150, -3.1024, -2.1386], [-0.6816, -3.3773, 0.8235], [1.5617, 3.5392, -2.1994], [-6.6437, 0.3544, 1.5177], [0.3883, 1.9580, 1.0224], [5.0338, -4.1767, -2.9051], [4.6539, -2.8509, -0.1740], [0.3254, 0.8502, 2.4062]],
  "atomic_forces_ev_per_a": [[0.0, 0.0, 0.0], [0.1, -0.1, 0.0], [0.0, 0.0, 0.0], [0.0, 0.1, 0.0], [-0.1, 0.0, -0.1], [0.2, -0.1, 0.0], [-0.1, 0.1, -0.1], [0.4, 0.1, 0.3], [-0.5, 0.3, 0.0], [0.1, 0.1, 0.0], [-0.3, -0.1, 0.0], [-0.1, 0.1, 0.0], [-0.1, 0.1, 0.1], [0.1, 0.0, 0.0], [0.0, -0.1, 0.0], [-0.1, -0.4, 0.1], [0.1, 0.1, -0.2], [0.1, -0.1, -0.1], [-0.1, 0.0, 0.1], [0.2, 0.1, 0.1], [0.5, -0.1, 0.1], [0.0, 0.1, 0.1], [-0.1, -0.2, -0.1], [-0.1, -0.1, -0.1], [0.0, 0.0, 0.0], [0.0, 0.0, 0.0], [0.0, 0.0, 0.0], [0.0, 0.0, 0.0], [0.0, 0.0, 0.0], [0.0, 0.1, 0.0], [0.2, 0.1, 0.0], [0.0, 0.0, 0.0], [0.0, -0.1, 0.0], [0.0, 0.1, -0.2], [-0.2, 0.0, 0.1], [0.0, 0.1, 0.0], [0.0, 0.0, -0.1], [0.0, 0.0, 0.0], [-0.2, 0.0, 0.1], [0.1, 0.0, -0.1], [0.0, 0.0, 0.0], [0.0, 0.0, 0.0], [0.1, -0.1, 0.0], [-0.1, 0.0, 0.0], [0.0, 0.0, 0.0], [-0.1, -0.1, 0.0], [0.0, 0.0, 0.0], [0.0, 0.0, 0.0], [0.0, -0.1, 0.0]],
  "mulliken_charge": [-0.192, -0.249, -0.193, -0.209, -0.050, -0.342, -0.410, -0.438, 0.286, 0.017, 1.140, 0.174, -0.467, -0.357, -0.581, 0.462, -1.101, -0.419, 0.429, -0.603, -1.466, -0.808, -0.112, -0.234, -0.530, 0.376, -0.120, 0.351, 0.308, 0.471, 0.151, 0.216, 0.514, 0.245, 0.374, -0.074, -0.142, 0.388, -0.009, 0.349, 0.346, 0.349, 0.370, 0.203, 0.384, 0.125, 0.343, 0.365, 0.374]
}

=====

{
  "formula": "C16H24EuN4O8",
  "method": "ωB97M-V with the def2-TZVPD basis set",
  "total_energy_ev": -58658.20412,
  "spin_multiplicity": 7,
  "e_above_lowest_kj_mol": 0.0,
  "lumo_energy_ev": [2.1, 2.1],
  "homo_ev": [-6.452, -6.471],
  "s2": 12.01,
  "charge": -1,
  "species": ["Eu", "O", "O", "O", "O", "O", "O", "O", "O", "N", "N", "N", "N", "C", "C", "C", "C", "C", "C", "C", "C", "C", "C", "C", "C", "C", "C", "C", "C", "H", "H", "H", "H", "H", "H", "H", "H", "H", "H", "H", "H", "H", "H", "H", "H", "H", "H", "H", "H", "H", "H", "H", "H"],
  "xyz": [[1.1427, -0.2788, -1.1411], [-1.4694, 0.2572, -4.5994], [1.1436, -4.6277, -1.4509], [3.0375, -0.1570, 0.0483], [0.0402, -0.4164, -3.0634], [4.5142, -0.0638, 1.7468], [2.1143, 3.5240, -2.9841], [2.0455, 1.3743, -2.3116], [1.5917, -2.4213, -1.5385], [-1.8032, -0.0780, -1.0527], [0.1836, 2.1267, -0.3220], [0.9775, 0.2089, 1.7469], [-0.2245, -2.1017, 0.5954], [1.2010, 3.0546, -0.8647], [2.2211, -0.3857, 2.2486], [-2.1514, 1.2991, -0.6913], [-2.3665, -1.0802, -0.1424], [1.1509, -3.4966, -0.9930], [0.6212, -3.3013, 0.4333], [1.0514, 1.6590, 1.9353], [0.0247, 2.4072, 1.1086], [3.3924, -0.1710, 1.2783], [-1.5034, -2.3289, -0.0912], [1.8323, 2.6332, -2.2007], [-0.1929, -0.3528, 2.4031], [-0.4265, -1.8149, 2.0250], [-1.1265, -0.1228, -3.4912], [-1.0782, 2.3164, -1.0557], [-2.2122, -0.3690, -2.4406], [0.1247, 3.4842, 1.2979], [-1.2875, -2.6662, -1.1081], [-3.3829, -1.3635, -0.4465], [-0.9766, 2.1337, 1.4314], [2.4897, 0.0113, 3.2345], [0.2441, -2.4476, 2.6058], [0.7862, 4.0621, -0.9741], [-2.4495, -0.6555, 0.8581], [-3.1126, 0.1906, -2.7090], [2.0343, 3.1027, -0.1608], [-0.1031, -0.2850, 3.4996], [2.0970, -1.4651, 2.3469], [-1.0618, 0.2420, 2.1204], [-2.3478, 1.3362, 0.3798], [0.0904, -4.2086, 0.7408], [-3.0817, 1.6086, -1.1849], [1.5056, -3.1850, 1.0632], [-0.8562, 2.2529, -2.1242], [-2.4447, -1.4331, -2.5228], [2.0545, 1.9761, 1.6459], [-1.4408, -2.0942, 2.3328], [0.9265, 1.9227, 2.9973], [-1.4770, 3.3241, -0.8650], [-2.0622, -3.1364, 0.4058]],
  "atomic_forces_ev_per_a": [[-0.4, 0.0, 0.7], [0.1, 0.0, 0.0], [0.1, 0.0, -0.1], [0.6, 0.1, 0.2], [-0.4, 0.0, -0.6], [0.0, 0.0, -0.1], [0.1, 0.0, -0.1], [0.2, 0.7, -0.2], [-0.1, -0.7, 0.0], [0.0, 0.0, 0.0], [0.0, 0.2, -0.2], [0.1, 0.0, 0.1], [0.0, -0.2, -0.1], [0.0, 0.0, 0.0], [-0.1, 0.0, 0.0], [0.1, 0.0, 0.0], [0.0, 0.0, 0.0], [0.0, 0.1, -0.1], [-0.1, 0.1, 0.1], [0.0, -0.1, 0.0], [0.0, -0.1, 0.0], [-0.1, 0.0, 0.0], [0.0, 0.1, 0.0], [0.0, -0.1, 0.0], [0.0, 0.0, -0.1], [0.0, 0.1, 0.0], [0.0, 0.0, 0.0], [0.0, -0.1, 0.0], [-0.1, 0.0, 0.1], [0.0, 0.0, 0.0], [0.0, 0.0, 0.0], [0.0, 0.0, 0.0], [0.0, 0.0, 0.0], [0.0, 0.0, 0.1], [0.0, 0.0, 0.0], [0.0, 0.0, 0.1], [0.0, 0.0, 0.0], [-0.1, 0.0, 0.0], [0.0, 0.0, 0.0], [0.0, 0.0, 0.0], [0.0, 0.0, 0.0], [0.0, 0.0, 0.0], [0.0, 0.0, 0.0], [0.0, 0.0, 0.0], [0.0, 0.0, 0.0], [0.0, 0.0, 0.0], [0.0, 0.0, 0.0], [0.0, 0.0, 0.0], [0.0, 0.0, 0.0], [0.0, 0.0, 0.0], [0.0, 0.0, 0.0], [0.0, 0.0, 0.0], [0.0, 0.0, 0.0]],
  "lowdin_spin": [6.048, 0.000, 0.000, -0.009, -0.010, 0.000, 0.000, -0.009, -0.009, -0.002, -0.004, -0.003, -0.002, 0.000, 0.000, 0.000, 0.000, 0.000, 0.000, 0.000, 0.000, 0.000, 0.000, 0.000, 0.000, 0.000, 0.000, 0.000, 0.000, 0.000, 0.000, 0.000, 0.000, 0.000, 0.000, 0.000, 0.000, 0.000, 0.000, 0.000, 0.000, 0.000, 0.000, 0.000, 0.000, 0.000, 0.000, 0.000, 0.000, 0.000, 0.000, 0.000, 0.000]
}